[1]
{
  "formula": "C33H60O47S11",
  "method": "ωB97M-V/def2-TZVPD",
  "e_above_lowest_ev": 0.000,
  "max_force_ha_per_bohr": 0.20856,
  "multiplicity": 1,
  "gap_ev": 8.79,
  "e_tot_ev": -250589.9163,
  "e_lumo_ha": 0.0061,
  "species": ["C", "C", "C", "C", "C", "C", "C", "C", "C", "C", "O", "C", "O", "O", "H", "H", "H", "H", "H", "H", "H", "H", "H", "H", "H", "H", "H", "H", "H", "H", "C", "C", "O", "S", "O", "O", "O", "H", "H", "H", "H", "C", "C", "O", "S", "O", "O", "O", "H", "H", "H", "H", "C", "C", "O", "S", "O", "O", "O", "H", "H", "H", "H", "C", "C", "O", "S", "O", "O", "O", "H", "H", "H", "H", "C", "C", "O", "S", "O", "O", "O", "H", "H", "H", "H", "C", "C", "O", "S", "O", "O", "O", "H", "H", "H", "H", "C", "C", "O", "S", "O", "O", "O", "H", "H", "H", "H", "C", "C", "O", "S", "O", "O", "O", "H", "H", "H", "H", "C", "C", "O", "S", "O", "O", "O", "H", "H", "H", "H", "C", "C", "O", "S", "O", "O", "O", "H", "H", "H", "H", "C", "C", "O", "S", "O", "O", "O", "H", "H", "H", "H"],
  "positions_angstrom": [[2.94, -4.64, 2.82], [2.27, -4.85, 1.74], [1.62, -5.08, 0.29], [1.03, -6.58, 0.41], [-0.43, -6.74, -0.30], [-1.51, -6.22, 0.77], [-2.83, -5.52, 0.15], [-3.25, -4.23, 1.05], [-2.79, -2.85, 0.32], [2.85, -4.81, -0.72], [2.51, -3.46, -1.18], [1.08, -3.54, -1.31], [0.40, -3.29, -2.31], [0.67, -4.00, 0.00], [3.74, -4.70, 3.65], [0.82, -6.76, 1.54], [1.77, -7.40, 0.10], [-0.55, -7.89, -0.46], [-0.49, -6.24, -1.33], [-0.97, -5.51, 1.50], [-1.86, -7.12, 1.40], [-3.69, -6.30, 0.27], [-2.75, -5.25, -0.96], [-2.72, -4.24, 2.08], [-4.38, -4.24, 1.28], [-1.83, -3.08, -0.28], [-3.60, -2.44, -0.39], [-2.53, -2.10, 1.16], [2.86, -5.43, -1.68], [3.76, -4.83, -0.02], [-0.20, -0.53, -3.90], [-1.38, -1.00, -4.74], [-2.31, 0.08, -4.70], [-1.49, 1.49, -4.58], [-1.39, 2.05, -5.89], [-2.00, 2.22, -3.46], [-0.05, 0.86, -4.18], [-0.41, -0.64, -2.83], [0.72, -1.07, -4.15], [-1.83, -1.91, -4.36], [-1.09, -1.14, -5.79], [0.83, 6.28, -2.69], [1.86, 5.17, -2.52], [1.15, 3.96, -2.78], [0.00, 4.25, -3.88], [0.51, 3.86, -5.16], [-1.25, 3.77, -3.36], [0.03, 5.87, -3.80], [0.19, 6.36, -1.81], [1.30, 7.25, -2.90], [2.29, 5.16, -1.51], [2.66, 5.26, -3.25], [1.36, -5.83, 8.32], [2.24, -4.81, 7.62], [2.70, -5.46, 6.44], [1.56, -6.50, 5.93], [0.80, -5.86, 4.90], [2.15, -7.79, 5.77], [0.66, -6.51, 7.28], [1.97, -6.56, 8.87], [0.65, -5.36, 9.01], [3.08, -4.48, 8.23], [1.66, -3.93, 7.31], [-5.48, 0.80, -3.49], [-5.10, 1.43, -2.16], [-6.33, 1.92, -1.62], [-7.54, 0.94, -2.09], [-7.80, 0.01, -1.04], [-8.56, 1.75, -2.69], [-6.74, 0.16, -3.27], [-5.62, 1.56, -4.26], [-4.74, 0.07, -3.83], [-4.38, 2.24, -2.27], [-4.70, 0.68, -1.47], [7.25, -6.28, 4.59], [7.62, -5.64, 5.91], [6.38, -5.15, 6.45], [5.18, -6.14, 5.98], [4.92, -7.06, 7.04], [4.16, -5.35, 5.37], [6.00, -6.93, 4.82], [7.11, -5.53, 3.81], [8.00, -7.01, 4.26], [8.33, -4.82, 5.80], [8.02, -6.37, 6.61], [-9.84, -3.64, 0.96], [-8.94, -2.52, 0.46], [-7.90, -2.40, 1.44], [-7.61, -3.86, 2.08], [-6.48, -4.43, 1.41], [-7.70, -3.75, 3.50], [-8.95, -4.60, 1.53], [-10.50, -3.28, 1.75], [-10.43, -4.08, 0.16], [-9.47, -1.58, 0.34], [-8.47, -2.79, -0.49], [6.39, 2.03, -1.06], [5.25, 1.56, -1.94], [4.28, 2.60, -1.89], [5.04, 4.03, -1.71], [5.17, 4.63, -2.99], [4.48, 4.70, -0.58], [6.49, 3.43, -1.29], [6.15, 1.88, 0.00], [7.33, 1.53, -1.29], [4.82, 0.62, -1.60], [5.57, 1.45, -2.98], [-11.25, -0.22, -5.10], [-11.25, -1.71, -5.44], [-9.90, -2.13, -5.23], [-9.25, -1.25, -4.03], [-9.35, -2.01, -2.82], [-8.02, -0.69, -4.49], [-10.38, -0.09, -3.98], [-10.85, 0.37, -5.93], [-12.25, 0.14, -4.85], [-11.56, -1.90, -6.47], [-11.89, -2.27, -4.75], [4.33, 9.26, -2.62], [5.71, 9.90, -2.61], [6.62, 8.80, -2.59], [5.97, 7.55, -3.40], [6.49, 7.56, -4.73], [6.00, 6.39, -2.56], [4.44, 8.11, -3.46], [4.04, 8.93, -1.62], [3.57, 9.94, -3.01], [5.86, 10.54, -1.74], [5.89, 10.47, -3.53], [-0.89, 9.34, 1.88], [-0.97, 8.02, 1.13], [0.14, 8.05, 0.22], [1.36, 8.88, 0.90], [2.27, 7.95, 1.49], [1.77, 9.90, -0.01], [0.50, 9.57, 2.09], [-1.29, 10.16, 1.28], [-1.42, 9.30, 2.84], [-1.90, 7.90, 0.59], [-0.83, 7.17, 1.80], [6.11, 3.69, 3.50], [7.49, 4.32, 3.52], [8.40, 3.22, 3.54], [7.76, 1.98, 2.73], [8.29, 1.98, 1.40], [7.78, 0.82, 3.57], [6.23, 2.54, 2.67], [5.82, 3.35, 4.50], [5.35, 4.36, 3.11], [7.64, 4.97, 4.38], [7.68, 4.89, 2.60]]
}

***

[2]
{
  "formula": "C6H8",
  "method": "ωB97M-V/def2-TZVPD",
  "e_above_lowest_ev": 2.290,
  "max_force_ha_per_bohr": 0.01553,
  "multiplicity": 1,
  "gap_ev": 9.27,
  "e_tot_ev": -6348.4939,
  "smiles": "C1=C2C[C@H]2CC1",
  "e_lumo_ha": 0.0367,
  "species": ["C", "C", "C", "C", "C", "C", "H", "H", "H", "H", "H", "H", "H", "H"],
  "positions_angstrom": [[-1.77, 0.60, 0.07], [-0.47, 0.55, -0.76], [0.97, 0.71, -0.25], [1.28, -0.75, 0.24], [-0.07, -1.24, 0.70], [-0.99, -0.64, -0.05], [-1.74, 1.02, 1.07], [-2.68, 0.78, -0.49], [-0.63, 0.68, -1.83], [1.07, 1.48, 0.53], [1.65, 1.00, -1.06], [2.11, -0.83, 0.94], [-0.22, -1.95, 1.51], [1.48, -1.40, -0.61]]
}

***

[3]
{
  "formula": "C4H4O",
  "method": "ωB97M-V/def2-TZVPD",
  "e_above_lowest_ev": 4.962,
  "max_force_ha_per_bohr": 0.08398,
  "multiplicity": 1,
  "gap_ev": 10.19,
  "e_tot_ev": -6254.4176,
  "smiles": "C1=CC=1.C=O",
  "e_lumo_ha": 0.0223,
  "species": ["C", "C", "C", "C", "O", "H", "H", "H", "H"],
  "positions_angstrom": [[-2.17, 1.02, -0.61], [-0.94, 0.90, -0.15], [1.93, -1.14, 0.49], [-1.45, -0.20, -0.86], [3.05, -1.55, 0.28], [-3.14, 1.39, -0.61], [-0.09, 1.19, 0.37], [1.23, -1.29, 1.21], [1.57, -0.33, -0.12]]
}

***

[4]
{
  "formula": "C24H26F3N2O11S3",
  "method": "ωB97M-V/def2-TZVPD",
  "charge": -1,
  "max_force_ha_per_bohr": 0.13878,
  "multiplicity": 1,
  "gap_ev": 6.76,
  "e_tot_ev": -91460.2273,
  "e_lumo_ha": -0.0067,
  "species": ["C", "C", "C", "O", "C", "C", "C", "C", "C", "C", "S", "O", "O", "F", "C", "C", "C", "C", "C", "C", "C", "C", "C", "C", "C", "C", "O", "N", "C", "C", "O", "O", "C", "O", "H", "H", "H", "H", "H", "H", "H", "H", "H", "H", "H", "H", "H", "H", "H", "H", "H", "H", "H", "H", "H", "H", "H", "H", "H", "H", "N", "S", "O", "O", "F", "S", "O", "O", "F"],
  "positions_angstrom": [[3.30, -3.45, -0.44], [4.33, -2.61, -1.37], [3.43, -1.67, -2.32], [3.27, -0.30, -1.80], [1.87, -0.10, -1.64], [0.88, 0.20, -2.83], [1.56, 0.27, -4.28], [2.49, 1.58, -4.49], [4.08, 1.26, -4.44], [-0.67, 0.40, -2.58], [-1.71, 0.72, -4.06], [-1.16, 1.93, -4.79], [-1.61, -0.44, -5.03], [-3.33, 0.95, -3.73], [-1.26, 0.32, -1.15], [-2.79, 0.52, -0.77], [-3.52, -0.90, -0.85], [-3.28, -1.93, -2.00], [-3.94, -3.33, -2.07], [-4.91, -3.79, -0.96], [-5.21, -2.78, 0.19], [-4.53, -1.36, 0.26], [-4.92, -0.48, 1.54], [-0.28, 0.00, 0.01], [1.25, -0.18, -0.22], [1.90, -0.45, 1.21], [3.06, -0.82, 1.52], [0.79, -0.20, 2.13], [0.78, 1.10, 2.90], [2.22, 1.54, 3.46], [2.60, 2.70, 3.15], [3.04, 0.73, 4.30], [-0.58, -0.19, 1.56], [-1.64, -0.35, 2.20], [3.56, -3.37, 0.68], [2.24, -3.00, -0.54], [3.19, -4.54, -0.79], [5.04, -1.94, -0.75], [4.93, -3.29, -2.08], [2.38, -2.11, -2.51], [3.94, -1.66, -3.36], [2.18, -0.68, -4.48], [0.78, 0.30, -5.13], [2.23, 2.42, -3.76], [2.29, 1.97, -5.56], [4.18, 0.13, -4.51], [4.63, 1.79, -5.31], [4.55, 1.59, -3.44], [-2.81, 0.82, 0.34], [-3.32, 1.37, -1.33], [-2.55, -1.65, -2.83], [-3.65, -3.99, -2.96], [-5.40, -4.83, -0.96], [-5.95, -3.14, 1.00], [-4.47, -0.92, 2.51], [-4.51, 0.60, 1.49], [-6.06, -0.44, 1.73], [0.28, 1.91, 2.27], [0.09, 0.93, 3.81], [3.80, 0.47, 3.74], [-0.62, 4.51, 6.78], [-1.98, 3.75, 6.98], [-2.05, 2.81, 8.07], [-2.74, 3.42, 5.80], [-2.86, 4.96, 7.57], [0.51, 3.56, 6.24], [1.84, 4.13, 6.33], [0.25, 2.83, 5.02], [0.59, 2.40, 7.33]]
}

***

[5]
{
  "formula": "C16H27LaN2",
  "method": "ωB97M-V/def2-TZVPD",
  "charge": 2,
  "e_above_lowest_ev": 0.000,
  "max_force_ha_per_bohr": 0.10418,
  "multiplicity": 1,
  "gap_ev": [5.66, 5.66],
  "e_tot_ev": -20851.7269,
  "e_lumo_ha": [-0.2941, -0.2941],
  "species": ["C", "H", "H", "H", "C", "H", "H", "C", "H", "H", "H", "C", "C", "C", "C", "C", "C", "C", "C", "C", "C", "La", "H", "H", "H", "H", "H", "H", "H", "H", "H", "H", "H", "H", "H", "H", "H", "N", "C", "C", "C", "N", "H", "H", "H", "H"],
  "positions_angstrom": [[-1.74, 1.26, -1.96], [-2.79, 0.91, -1.83], [-1.74, 2.34, -2.08], [-0.30, -1.70, 1.81], [-1.02, 0.49, -3.05], [-0.05, 0.97, -3.28], [-0.78, -0.55, -2.74], [-1.83, 0.39, -4.36], [-1.27, -0.14, -5.14], [-2.77, -0.16, -4.19], [-2.09, 1.38, -4.75], [1.24, 0.17, 1.39], [1.57, 0.61, 0.05], [0.84, 1.82, -0.20], [-0.04, 2.06, 0.92], [0.22, 1.04, 1.91], [-0.47, 0.96, 3.23], [-1.06, 3.13, 0.98], [1.07, 2.79, -1.30], [2.59, -0.01, -0.85], [2.05, -0.82, 2.16], [-0.83, -0.07, -0.07], [-1.65, 3.07, 1.89], [-0.57, 4.12, 0.96], [-1.74, 3.09, 0.12], [-1.55, 1.13, 3.14], [-0.32, -0.02, 3.71], [-0.07, 1.73, 3.92], [2.28, -1.71, 1.56], [3.01, -0.39, 2.48], [1.52, -1.15, 3.07], [2.39, 0.22, -1.90], [3.60, 0.35, -0.61], [2.60, -1.11, -0.75], [0.16, 3.01, -1.86], [1.43, 3.75, -0.88], [1.82, 2.42, -2.00], [-0.62, -3.59, 2.34], [-0.41, -4.74, 1.73], [-0.22, -4.49, 0.38], [-0.27, -3.12, 0.19], [-0.69, -2.57, 1.40], [-0.92, -3.40, 3.29], [-0.36, -5.66, 2.29], [-0.04, -5.23, -0.39], [-0.21, -2.55, -0.73]]
}

***

[6]
{
  "formula": "C16H19F6MoN3O5Sb",
  "method": "ωB97M-V/def2-TZVPD",
  "charge": 2,
  "e_above_lowest_ev": 0.717,
  "max_force_ha_per_bohr": 0.06850,
  "multiplicity": 4,
  "gap_ev": [6.60, 7.32],
  "e_tot_ev": -56293.4464,
  "e_lumo_ha": [-0.3126, -0.3204],
  "species": ["Mo", "O", "C", "O", "C", "C", "C", "C", "C", "N", "C", "O", "O", "H", "H", "H", "H", "H", "N", "C", "O", "C", "C", "H", "H", "H", "H", "H", "H", "C", "C", "C", "C", "C", "C", "N", "H", "H", "H", "H", "H", "H", "H", "H", "F", "Sb", "F", "F", "F", "F", "F"],
  "positions_angstrom": [[9.59, 7.66, 8.84], [9.89, 11.85, 9.87], [9.48, 10.59, 9.51], [9.65, 9.61, 10.25], [8.92, 10.47, 8.15], [8.19, 11.39, 7.41], [7.72, 11.04, 6.14], [8.22, 9.87, 5.54], [9.21, 9.08, 6.20], [9.36, 9.32, 7.57], [10.21, 8.32, 5.40], [9.81, 7.91, 4.23], [11.37, 8.12, 5.97], [10.19, 11.83, 10.79], [7.90, 12.30, 7.91], [6.99, 11.66, 5.58], [7.91, 9.58, 4.48], [10.48, 7.13, 3.94], [13.70, 6.83, 9.30], [12.38, 6.94, 9.27], [11.76, 7.91, 8.74], [11.66, 5.88, 10.07], [10.30, 6.34, 10.55], [14.26, 7.52, 8.76], [14.16, 6.07, 9.83], [12.26, 5.68, 10.98], [11.52, 4.97, 9.44], [10.39, 7.05, 11.39], [9.59, 5.55, 10.85], [7.53, 8.09, 12.15], [6.89, 8.09, 10.79], [5.58, 8.52, 10.60], [5.26, 8.32, 9.30], [6.38, 7.70, 8.70], [6.40, 7.17, 7.34], [7.45, 7.66, 9.60], [7.59, 7.10, 12.59], [6.90, 8.77, 12.76], [8.52, 8.49, 12.11], [4.98, 8.91, 11.45], [4.33, 8.46, 8.77], [5.41, 6.64, 7.22], [7.31, 6.55, 7.05], [6.28, 7.98, 6.62], [9.31, 6.12, 7.81], [13.09, 7.08, 5.28], [13.36, 8.62, 4.08], [14.17, 7.81, 6.72], [11.75, 6.48, 3.79], [12.52, 5.71, 6.53], [14.46, 6.13, 4.40]]
}

***

[7]
{
  "formula": "C5H10O2",
  "method": "ωB97M-V/def2-TZVPD",
  "e_above_lowest_ev": 4.394,
  "max_force_ha_per_bohr": 0.09173,
  "multiplicity": 1,
  "gap_ev": 11.01,
  "e_tot_ev": -9438.6494,
  "smiles": "C[C@@H](O)[C@H]1CCO1",
  "e_lumo_ha": 0.0342,
  "species": ["C", "C", "O", "C", "C", "C", "O", "H", "H", "H", "H", "H", "H", "H", "H", "H", "H"],
  "positions_angstrom": [[-2.14, -0.54, 0.43], [-1.13, 0.19, -0.43], [-1.30, 1.55, -0.12], [0.26, -0.42, -0.35], [1.48, 0.32, -0.82], [2.21, -0.15, 0.45], [0.85, -0.36, 1.07], [-3.13, -0.06, 0.37], [-2.24, -1.58, 0.09], [-1.82, -0.54, 1.48], [-1.41, 0.13, -1.50], [-0.53, 1.92, 0.31], [0.26, -1.48, -0.63], [1.93, 0.34, -1.83], [1.19, 1.22, 0.12], [2.83, 0.56, 1.04], [2.69, -1.12, 0.34]]
}

***

[8]
{
  "formula": "C26H29N3O2SYb",
  "method": "ωB97M-V/def2-TZVPD",
  "charge": 1,
  "max_force_ha_per_bohr": 0.05730,
  "multiplicity": 2,
  "gap_ev": [6.34, 6.34],
  "e_tot_ev": -78361.9983,
  "e_lumo_ha": [-0.1564, -0.1565],
  "species": ["Yb", "S", "C", "C", "C", "C", "C", "N", "H", "H", "H", "H", "C", "C", "C", "C", "C", "C", "C", "C", "N", "C", "C", "C", "C", "N", "C", "C", "C", "C", "C", "C", "C", "C", "H", "H", "H", "H", "H", "H", "H", "H", "H", "H", "H", "H", "H", "H", "H", "H", "H", "H", "H", "H", "H", "H", "H", "H", "O", "C", "O", "H"],
  "positions_angstrom": [[0.77, -1.14, -0.15], [3.37, -0.99, -0.07], [3.05, -0.80, 1.61], [4.10, -0.74, 2.54], [3.82, -0.56, 3.87], [2.48, -0.47, 4.27], [1.50, -0.53, 3.30], [1.75, -0.69, 1.99], [5.11, -0.83, 2.17], [4.61, -0.49, 4.60], [2.21, -0.34, 5.30], [0.46, -0.44, 3.58], [-3.13, -1.36, -2.48], [-3.28, -2.02, -1.14], [-4.15, -3.09, -0.99], [-4.22, -3.80, 0.20], [-3.38, -3.46, 1.25], [-2.49, -2.40, 1.14], [-1.53, -2.08, 2.25], [-2.48, -1.65, -0.05], [-1.57, -0.58, -0.16], [-1.93, 0.63, -0.38], [-3.33, 1.13, -0.31], [-0.85, 1.60, -0.69], [-1.22, 2.99, -1.08], [0.35, 1.14, -0.70], [1.47, 1.96, -0.99], [2.21, 1.69, -2.15], [1.81, 0.56, -3.06], [3.30, 2.49, -2.45], [3.67, 3.52, -1.61], [2.96, 3.75, -0.44], [1.86, 2.98, -0.11], [1.15, 3.20, 1.20], [-3.44, -2.06, -3.25], [-2.09, -1.09, -2.66], [-3.74, -0.47, -2.57], [-4.77, -3.38, -1.82], [-4.91, -4.62, 0.30], [-3.41, -4.03, 2.16], [-1.83, -2.59, 3.16], [-1.48, -1.01, 2.45], [-0.53, -2.46, 1.97], [-4.01, 0.32, -0.05], [-3.66, 1.58, -1.24], [-3.40, 1.90, 0.47], [-1.87, 2.96, -1.95], [-0.33, 3.56, -1.33], [-1.76, 3.50, -0.29], [0.74, 0.54, -3.26], [2.11, -0.40, -2.62], [2.33, 0.65, -4.01], [3.86, 2.30, -3.34], [4.51, 4.15, -1.85], [3.27, 4.54, 0.23], [1.81, 3.71, 1.89], [0.83, 2.25, 1.64], [0.27, 3.83, 1.07], [0.82, -3.25, -0.09], [0.76, -3.23, -1.34], [0.44, -2.20, -1.96], [1.01, -4.15, -1.90]]
}